w.
Density functional theory data (the ωB97M-V functional and the def2-TZVPD basis) for an isolated molecule of C5H11NO2.

Each line ends with the Mulliken charge.
Element x y z (Å)
N  -0.03  2.13  -0.03  -0.6580
C  -0.01  0.72  -0.26  -0.1912
C  1.29  -0.01  0.22  0.0351
O  2.52  0.41  -0.31  -0.5582
C  0.96  -1.42  -0.16  -0.8364
C  -0.58  -1.59  -0.03  -0.7047
C  -1.13  -0.10  0.26  -0.0845
O  -2.30  0.24  -0.45  -0.6126
H  -0.80  2.58  -0.50  0.2820
H  -0.13  2.27  0.96  0.2530
H  -0.06  0.60  -1.37  0.2790
H  1.32  0.13  1.32  0.2863
H  2.60  1.40  -0.16  0.3472
H  1.30  -1.51  -1.21  0.3270
H  1.55  -2.14  0.36  0.3902
H  -1.02  -1.85  -1.00  0.2591
H  -0.97  -2.30  0.74  0.3308
H  -1.31  0.15  1.29  0.4680
H  -3.20  0.27  0.32  0.3878

Output
gap between HOMO and LUMO: 0.3550 Eh
structure (SMILES): N[C@H]1[C@H](O)CC[C@@H]1O

=====

x.
Density functional theory data (the ωB97M-V functional and the def2-TZVPD basis) for a cluster of 2 separate species, C5H11NO2 in total.

Each line ends with the Mulliken charge.
Element x y z (Å)
O  -2.83  0.77  0.02  -0.5676
C  -2.16  -0.18  0.37  -0.0296
N  -0.83  -0.13  0.62  0.1941
C  -0.14  1.06  1.08  -0.7283
C  1.27  0.92  0.53  -0.5382
C  1.46  -0.56  0.26  -0.3739
C  0.12  -1.21  0.59  -0.8298
H  -2.58  -1.18  0.58  0.3806
H  -0.63  1.94  0.68  0.3278
H  -0.20  1.13  2.18  0.3203
H  2.00  1.29  1.23  0.2906
H  1.45  1.60  -0.32  0.2763
H  2.25  -0.99  0.89  0.2874
H  1.81  -0.76  -0.76  0.2355
H  0.16  -1.71  1.56  0.3519
H  -0.13  -2.04  -0.06  0.4124
O  -0.54  -0.27  -2.99  -0.6244
H  -0.69  0.68  -2.86  0.3110
H  0.19  -0.35  -3.61  0.3039

Output
gap between HOMO and LUMO: 0.3563 Eh
structure (SMILES): O=CN1CCCC1.O

=====

Winner for stability: x

=====

w.
Density functional theory data (the ωB97M-V functional and the def2-TZVPD basis) for an isolated molecule of C5H11NO2.

Each line ends with the Mulliken charge.
Element x y z (Å)
C  -0.53  -0.23  1.55  -1.5251
C  -0.69  0.27  0.11  0.3047
C  -1.93  -0.39  -0.51  -1.7200
C  0.56  0.03  -0.78  0.2882
N  1.06  -1.36  -0.68  -0.6844
C  1.75  1.01  -0.62  0.3583
O  2.75  0.93  -1.33  -0.5917
O  1.68  1.93  0.36  -0.5101
H  -1.37  0.11  2.17  0.4081
H  -0.50  -1.32  1.61  0.3693
H  0.39  0.15  2.02  0.4103
H  -0.89  1.35  0.14  0.4400
H  -2.09  -0.04  -1.53  0.3948
H  -2.82  -0.13  0.07  0.4214
H  -1.84  -1.48  -0.53  0.3522
H  0.24  0.19  -1.82  0.3512
H  1.81  -1.46  -1.37  0.3296
H  1.53  -1.48  0.22  0.2414
H  0.89  1.92  0.92  0.3619

Output
gap between HOMO and LUMO: 0.3813 Eh
structure (SMILES): CC(C)[C@H](N)C(=O)O

=====

x.
Density functional theory data (the ωB97M-V functional and the def2-TZVPD basis) for an isolated molecule of C5H11NO2.

Each line ends with the Mulliken charge.
Element x y z (Å)
C  2.15  -0.13  0.09  0.4082
N  0.70  0.00  0.60  -0.3191
C  1.85  -0.93  -1.25  -1.0126
C  -1.45  -1.02  0.90  -1.4143
C  -0.60  0.01  0.13  0.7889
C  -1.16  1.42  0.41  -0.9170
O  -2.41  1.72  -0.18  -0.4924
O  2.99  -0.66  0.84  -0.5660
H  2.37  0.96  -0.07  0.2066
H  1.31  -1.82  -0.94  0.3274
H  1.10  -0.39  -1.83  0.3306
H  2.80  -1.19  -1.71  0.3108
H  -2.48  -1.05  0.53  0.3538
H  -0.98  -1.99  0.76  0.3692
H  -1.48  -0.67  1.93  0.3324
H  -0.71  -0.19  -0.96  0.1961
H  -0.45  2.25  0.31  0.4030
H  -1.32  1.57  1.48  0.3763
H  -2.22  2.10  -1.04  0.3181

Output
gap between HOMO and LUMO: 0.2397 Eh

=====

y.
Density functional theory data (the ωB97M-V functional and the def2-TZVPD basis) for a structure of composition C5H11NO2.

Each line ends with the Mulliken charge.
Element x y z (Å)
O  2.40  0.52  -0.18  -0.8172
C  -0.32  -1.17  -0.70  0.5199
O  -0.48  -2.20  -1.42  -0.5659
C  -1.47  -1.06  0.44  -0.1258
C  0.09  -1.36  0.74  -0.6683
C  0.39  2.28  0.88  -0.1751
C  0.45  2.29  -0.53  -0.4572
N  -1.80  0.19  0.78  -0.4826
H  0.22  -0.36  -1.21  0.3899
H  -2.18  -1.83  0.21  0.4247
H  0.46  -2.36  0.86  0.3264
H  0.77  -0.59  1.07  0.1880
H  1.19  2.58  1.52  0.2347
H  -0.57  2.11  1.34  0.2055
H  -0.42  2.54  -1.12  0.2928
H  1.40  2.50  -0.99  0.2720
H  0.70  1.27  0.20  0.1190
H  3.24  0.47  -0.65  0.1139
H  -2.64  0.23  1.36  0.2053

Output
gap between HOMO and LUMO: 0.2279 Eh

=====

z.
Density functional theory data (the ωB97M-V functional and the def2-TZVPD basis) for a cluster of 2 separate species, C5H11NO2 in total.

Each line ends with the Mulliken charge.
Element x y z (Å)
C  0.60  1.74  0.24  -1.2667
C  -0.61  0.96  -0.18  0.8799
O  -1.48  1.35  -0.92  -0.6160
C  -1.22  0.04  1.26  -1.0203
N  -0.34  -0.53  2.24  -0.5174
H  0.34  2.42  1.06  0.3575
H  0.96  2.33  -0.60  0.3644
H  1.40  1.08  0.59  0.3234
H  -1.98  -0.68  0.92  0.3991
H  -1.77  0.87  1.70  0.4823
H  0.24  0.16  2.69  0.2661
H  0.27  -1.23  1.83  0.2767
C  0.09  -1.25  -2.36  -0.9471
C  0.42  -0.88  -1.13  0.4266
O  1.57  -1.18  -0.46  -0.4688
H  -0.78  -0.82  -2.82  0.2929
H  0.65  -2.01  -2.89  0.2556
H  -0.46  -0.54  -0.22  0.2102
H  2.09  -1.82  -0.96  0.3015

Output
gap between HOMO and LUMO: 0.3242 Eh
structure (SMILES): CC(=O)CN.C=CO

=====

Winner for stability: w

=====

w.
Density functional theory data (the ωB97M-V functional and the def2-TZVPD basis) for an isolated molecule of C5H11NO2.

Each line ends with the Mulliken charge.
Element x y z (Å)
C  0.98  -0.94  -1.02  -1.1902
C  0.64  0.17  0.05  0.1828
C  1.07  -0.47  1.35  0.2630
O  0.57  -1.35  2.01  -0.5929
O  2.31  -0.05  1.75  -0.4673
N  -0.70  0.63  0.08  0.0174
C  -1.75  -0.39  0.27  -1.1266
C  -1.01  1.67  -0.90  -0.9575
H  1.88  -1.48  -0.78  0.4072
H  0.92  -0.50  -1.99  0.3440
H  0.14  -1.64  -1.00  0.3000
H  1.44  0.94  0.02  0.3775
H  2.67  -0.59  2.45  0.3359
H  -1.38  -1.34  0.63  0.4094
H  -2.35  -0.10  1.14  0.2809
H  -2.41  -0.43  -0.61  0.4123
H  -0.39  1.56  -1.81  0.2921
H  -2.07  1.71  -1.07  0.4058
H  -0.56  2.60  -0.57  0.3063

Output
gap between HOMO and LUMO: 0.3360 Eh
structure (SMILES): C[C@H](C(=O)O)N(C)C

=====

x.
Density functional theory data (the ωB97M-V functional and the def2-TZVPD basis) for an isolated molecule of C5H11NO2.

Each line ends with the Mulliken charge.
Element x y z (Å)
C  -0.34  -0.18  -0.50  -0.5218
C  -0.77  0.58  0.55  -0.0642
C  1.33  -0.22  -0.13  0.1768
C  -1.42  -1.72  -0.43  -0.2580
C  2.08  1.10  -0.18  -1.3373
N  -1.76  1.50  0.40  -0.3148
O  -2.55  -1.21  -0.68  -0.6922
O  1.60  -0.85  1.09  -0.5550
H  1.11  -1.69  1.13  0.3542
H  -0.50  0.16  -1.52  0.3653
H  -0.53  0.31  1.57  0.4266
H  1.66  -0.86  -0.96  0.2966
H  -2.37  1.39  -0.40  0.2878
H  -2.21  1.85  1.23  0.2546
H  -0.90  -2.31  -1.21  0.2693
H  -1.19  -2.13  0.57  0.2372
H  1.88  1.67  0.72  0.3497
H  1.75  1.69  -1.03  0.3531
H  3.15  0.92  -0.24  0.3722

Output
gap between HOMO and LUMO: 0.3107 Eh

=====

y.
Density functional theory data (the ωB97M-V functional and the def2-TZVPD basis) for a cluster of 2 separate species, C5H11NO2 in total.

Each line ends with the Mulliken charge.
Element x y z (Å)
N  1.17  -2.38  -1.29  -0.4728
C  1.48  -1.03  -1.07  -0.1102
C  1.09  -0.36  0.00  -0.3939
C  1.11  1.13  0.14  -0.3933
C  0.69  1.68  1.53  -0.7726
C  -0.82  1.46  1.75  0.0298
O  -1.47  0.67  1.12  -0.4432
H  1.77  -2.92  -1.89  0.2031
H  0.83  -2.86  -0.48  0.1955
H  1.90  -0.43  -1.85  0.3604
H  0.50  -0.89  0.75  0.1535
H  2.12  1.53  0.03  0.3822
H  0.48  1.63  -0.59  0.2414
H  1.14  1.02  2.28  0.3092
H  0.92  2.74  1.61  0.3647
H  -1.31  2.05  2.56  0.3415
O  -2.86  -0.79  -1.56  -0.6311
H  -2.62  -0.30  -2.35  0.3054
H  -2.31  -0.29  -0.93  0.3305

Output
gap between HOMO and LUMO: 0.3277 Eh
structure (SMILES): N/C=C/CCC=O.O

=====

z.
Density functional theory data (the ωB97M-V functional and the def2-TZVPD basis) for a cluster of 3 separate species, C5H11NO2 in total.

Each line ends with the Mulliken charge.
Element x y z (Å)
C  0.43  0.83  1.85  -1.2874
C  0.04  0.41  0.44  0.6416
N  0.67  -0.72  -0.05  -0.1551
C  2.63  -1.05  -2.23  -0.8874
C  -0.77  -0.76  0.25  -0.5933
C  -3.15  0.97  0.48  0.1139
O  -3.06  0.04  -0.35  -0.6186
O  -2.25  1.61  1.04  -0.5738
H  -0.47  0.94  2.43  0.3304
H  3.51  -0.42  -2.21  0.2470
H  1.03  1.73  1.86  0.3035
H  -0.14  1.22  -0.28  0.3476
H  1.07  0.07  2.29  0.3879
H  2.57  -1.59  -1.29  0.2371
H  2.67  -1.72  -3.07  0.2922
H  1.73  -0.44  -2.26  0.1631
H  -0.94  -1.54  0.98  0.3354
H  -1.40  -0.85  -0.65  0.3309
H  -4.19  1.27  0.75  0.3850

Output
gap between HOMO and LUMO: 0.1866 Eh

=====

Winner for stability: w

=====

w.
Density functional theory data (the ωB97M-V functional and the def2-TZVPD basis) for an isolated molecule of C5H11NO2.

Each line ends with the Mulliken charge.
Element x y z (Å)
C  -0.33  2.89  -0.35  -1.6579
C  -0.71  1.39  -0.45  0.8399
C  -2.23  1.30  -0.40  -1.5245
C  0.02  0.62  0.68  -1.0917
N  1.01  -0.34  0.21  -0.1588
C  0.76  -1.67  0.17  0.5682
O  -0.26  -2.25  0.44  -0.5885
O  1.89  -2.32  -0.26  -0.4884
H  -0.78  3.32  0.56  0.4212
H  -0.55  3.43  -1.27  0.3955
H  0.74  3.01  -0.14  0.3892
H  -0.34  1.14  -1.43  0.3155
H  -2.57  0.29  -0.18  0.4267
H  -2.61  1.48  -1.41  0.3726
H  -2.71  2.11  0.15  0.3655
H  0.57  1.36  1.25  0.3446
H  -0.70  0.14  1.33  0.4530
H  1.70  0.07  -0.39  0.2666
H  1.65  -3.26  -0.30  0.3514

Output
gap between HOMO and LUMO: 0.3903 Eh
structure (SMILES): CC(C)CNC(=O)O

=====

x.
Density functional theory data (the ωB97M-V functional and the def2-TZVPD basis) for an isolated molecule of C5H11NO2.

Each line ends with the Mulliken charge.
Element x y z (Å)
C  0.67  -1.69  0.32  -1.1248
C  1.31  -0.63  -0.59  -0.5062
C  1.45  0.73  0.10  -0.4875
C  0.15  1.55  0.21  -0.5656
O  -0.75  1.31  -0.88  -0.3492
C  -1.73  0.40  -0.76  0.5974
N  -2.35  0.35  0.53  -0.5646
O  -2.09  -0.24  -1.71  -0.5229
H  1.41  -2.09  1.02  0.4143
H  -0.13  -1.27  0.93  0.1881
H  0.27  -2.52  -0.25  0.2801
H  0.71  -0.52  -1.49  0.3117
H  2.30  -0.97  -0.88  0.3893
H  1.81  0.56  1.12  0.2917
H  2.21  1.32  -0.40  0.3345
H  -0.36  1.41  1.16  0.4279
H  0.39  2.61  0.14  0.3111
H  -3.31  0.07  0.36  0.3340
H  -1.95  -0.40  1.09  0.2409

Output
gap between HOMO and LUMO: 0.4052 Eh
structure (SMILES): CCCCOC(N)=O

=====

Winner for stability: w

=====

w.
Density functional theory data (the ωB97M-V functional and the def2-TZVPD basis) for an isolated molecule of C5H11NO2.

Each line ends with the Mulliken charge.
Element x y z (Å)
C  -2.03  -0.56  0.25  -0.8055
N  -1.02  -0.03  -0.65  -0.3282
C  -0.37  1.31  -0.30  -0.0919
O  -1.25  2.31  0.14  -0.5139
C  0.54  0.86  0.76  -0.7935
C  1.07  -0.39  0.49  0.9956
C  1.98  -0.70  -0.68  -1.4964
O  1.31  -1.19  1.60  -0.5301
H  -2.88  -0.91  -0.34  0.3142
H  -2.40  0.15  0.98  0.2756
H  -1.64  -1.40  0.83  0.2607
H  -0.68  -0.65  -1.38  0.2270
H  0.13  1.67  -1.21  0.3042
H  -1.74  2.59  -0.65  0.3825
H  0.47  1.26  1.77  0.3322
H  1.87  -1.75  -0.98  0.4248
H  1.75  -0.09  -1.56  0.3645
H  3.02  -0.52  -0.41  0.3505
H  1.85  -1.96  1.34  0.3278

Output
gap between HOMO and LUMO: 0.2886 Eh
structure (SMILES): CN[C@@H](O)/C=C(\C)O

=====

x.
Density functional theory data (the ωB97M-V functional and the def2-TZVPD basis) for a cluster of 2 separate species, C5H11NO2 in total.

Each line ends with the Mulliken charge.
Element x y z (Å)
C  2.12  -2.22  1.92  -0.9267
C  1.68  -1.09  1.38  0.7188
C  2.48  -0.18  0.50  -0.9581
O  0.43  -0.61  1.73  -0.5051
H  3.14  -2.53  1.76  0.2492
H  1.52  -2.76  2.64  0.2955
H  3.48  -0.57  0.35  0.3283
H  1.99  -0.06  -0.47  0.2445
H  2.58  0.80  0.96  0.2621
H  -0.03  -0.33  0.93  0.2671
N  -1.01  1.52  -1.53  -0.6256
C  -2.19  1.01  -0.82  -0.2095
C  -3.32  0.86  -1.82  -0.0456
O  -4.08  -0.07  -1.85  -0.4633
H  -0.38  1.97  -0.87  0.2627
H  -0.48  0.73  -1.89  0.2497
H  -2.52  1.75  -0.09  0.3363
H  -2.04  0.08  -0.28  0.1797
H  -3.37  1.69  -2.55  0.3401

Output
gap between HOMO and LUMO: 0.3615 Eh
structure (SMILES): C=C(C)O.NCC=O

=====

Winner for stability: x